Run a
{"formula": "C20H60N12O8", "method": "ωB97M-V/def2-TZVPD", "symbols": ["C", "O", "C", "C", "C", "N", "H", "H", "H", "H", "H", "H", "H", "H", "H", "H", "H", "C", "O", "C", "C", "C", "N", "H", "H", "H", "H", "H", "H", "H", "H", "H", "H", "H", "C", "O", "C", "C", "C", "N", "H", "H", "H", "H", "H", "H", "H", "H", "H", "H", "H", "C", "O", "C", "C", "C", "N", "H", "H", "H", "H", "H", "H", "H", "H", "H", "H", "H", "N", "C", "N", "O", "H", "H", "H", "H", "N", "C", "N", "O", "H", "H", "H", "H", "N", "C", "N", "O", "H", "H", "H", "H", "N", "C", "N", "O", "H", "H", "H", "H"], "coordinates": [[0.392, 0.692, -3.015], [1.327, 0.582, -4.044], [2.597, 0.904, -3.572], [3.619, 0.686, -4.622], [5.004, 1.020, -4.026], [3.342, 1.519, -5.793], [-0.637, 0.659, -3.375], [0.609, 1.596, -2.489], [0.576, -0.120, -2.278], [2.613, 1.878, -3.046], [2.894, 0.179, -2.745], [3.629, -0.370, -4.954], [4.914, 1.885, -3.348], [5.758, 1.229, -4.789], [5.379, 0.292, -3.344], [2.431, 1.332, -6.183], [3.937, 1.379, -6.639], [-4.105, -3.557, 0.433], [-4.459, -2.745, -0.696], [-3.646, -2.987, -1.834], [-3.602, -1.738, -2.806], [-2.611, -1.970, -3.948], [-3.217, -0.497, -2.158], [-4.877, -3.296, 1.180], [-3.111, -3.319, 0.913], [-4.078, -4.576, 0.069], [-2.637, -3.282, -1.561], [-4.144, -3.726, -2.469], [-4.629, -1.662, -3.145], [-2.759, -2.951, -4.307], [-1.555, -1.871, -3.631], [-2.777, -1.194, -4.693], [-2.448, -0.728, -1.588], [-3.949, -0.301, -1.482], [-0.181, -5.609, 0.425], [-0.370, -5.404, 1.805], [0.478, -4.444, 2.416], [-0.037, -4.215, 3.833], [-1.457, -3.607, 3.723], [0.891, -3.265, 4.548], [0.706, -6.154, 0.201], [0.031, -4.739, -0.190], [-1.036, -6.160, 0.119], [1.532, -4.759, 2.541], [0.471, -3.489, 1.927], [-0.119, -5.178, 4.279], [-1.824, -3.334, 4.727], [-2.201, -4.261, 3.231], [-1.408, -2.602, 3.219], [1.054, -3.585, 5.498], [0.441, -2.347, 4.597], [0.785, 7.038, 0.872], [0.416, 6.044, -0.073], [-0.490, 5.138, 0.475], [-0.347, 3.880, -0.464], [-0.918, 4.099, -1.805], [-0.780, 2.609, 0.150], [-0.021, 7.848, 1.031], [1.721, 7.444, 0.457], [0.957, 6.614, 1.852], [-0.106, 4.829, 1.526], [-1.425, 5.635, 0.482], [0.734, 3.822, -0.602], [-1.988, 4.198, -1.735], [-0.774, 3.232, -2.420], [-0.472, 4.992, -2.195], [-1.481, 2.179, -0.411], [-1.262, 2.808, 1.031], [4.451, -0.433, 2.772], [3.289, -0.970, 3.197], [3.326, -2.285, 3.619], [2.237, -0.278, 3.209], [4.464, 0.379, 2.185], [5.182, -1.077, 2.632], [2.413, -2.703, 4.054], [4.186, -2.818, 3.826], [-4.556, -0.017, 2.316], [-4.616, 1.352, 1.915], [-3.832, 1.663, 0.833], [-5.196, 2.180, 2.556], [-4.243, -0.646, 1.621], [-5.306, -0.410, 2.863], [-3.013, 1.069, 0.732], [-3.706, 2.653, 0.686], [-0.472, 0.164, 2.274], [-0.564, -0.434, 1.077], [0.653, -0.849, 0.535], [-1.613, -0.551, 0.447], [-1.416, 0.317, 2.660], [0.403, 0.115, 2.841], [1.426, -1.051, 1.123], [0.449, -1.245, -0.374], [2.285, 1.996, 1.138], [3.471, 2.552, 0.833], [3.610, 3.408, -0.201], [4.428, 2.173, 1.506], [2.342, 1.483, 1.979], [1.334, 2.152, 0.749], [2.840, 4.014, -0.485], [4.446, 3.900, -0.207]], "multiplicity": 1, "molar_mass_g_mol": 596.8, "gap_ha": 0.3467, "smiles": "COC[C@H](C)N.COC[C@H](C)N.COC[C@H](C)N.COC[C@H](C)N.NC(N)=O.NC(N)=O.NC(N)=O.NC(N)=O"}

Run b
{"formula": "C20H60N12O8", "method": "ωB97M-V/def2-TZVPD", "symbols": ["C", "O", "C", "C", "C", "N", "H", "H", "H", "H", "H", "H", "H", "H", "H", "H", "H", "C", "O", "C", "C", "C", "N", "H", "H", "H", "H", "H", "H", "H", "H", "H", "H", "H", "C", "O", "C", "C", "C", "N", "H", "H", "H", "H", "H", "H", "H", "H", "H", "H", "H", "C", "O", "C", "C", "C", "N", "H", "H", "H", "H", "H", "H", "H", "H", "H", "H", "H", "N", "C", "N", "O", "H", "H", "H", "H", "N", "C", "N", "O", "H", "H", "H", "H", "N", "C", "N", "O", "H", "H", "H", "H", "N", "C", "N", "O", "H", "H", "H", "H"], "coordinates": [[0.769, -1.305, -8.403], [0.347, -1.482, -7.061], [1.053, -0.663, -6.162], [0.227, -0.452, -4.921], [0.764, 0.673, -4.067], [0.209, -1.727, -4.162], [1.856, -1.352, -8.524], [0.405, -0.340, -8.769], [0.341, -2.129, -8.971], [2.050, -1.048, -5.900], [1.248, 0.314, -6.638], [-0.798, -0.225, -5.247], [0.867, 1.605, -4.626], [1.733, 0.318, -3.708], [0.136, 0.943, -3.218], [-0.475, -1.665, -3.412], [-0.144, -2.418, -4.818], [0.343, 1.179, 3.903], [1.506, 1.810, 4.432], [1.376, 3.202, 4.594], [2.090, 3.688, 5.844], [2.180, 2.591, 6.920], [1.482, 4.914, 6.315], [0.369, 1.101, 2.810], [-0.592, 1.561, 4.304], [0.487, 0.127, 4.182], [1.851, 3.666, 3.716], [0.352, 3.593, 4.570], [3.143, 3.907, 5.628], [2.601, 2.972, 7.851], [2.791, 1.738, 6.623], [1.179, 2.178, 7.096], [1.811, 5.171, 7.238], [0.474, 4.855, 6.417], [2.824, -4.134, 0.876], [1.691, -4.279, 1.717], [0.901, -3.121, 1.706], [-0.232, -3.225, 2.720], [-0.932, -4.577, 2.716], [-1.203, -2.135, 2.558], [3.344, -5.092, 0.886], [3.454, -3.319, 1.241], [2.514, -3.961, -0.162], [1.479, -2.237, 2.022], [0.473, -2.914, 0.714], [0.188, -3.107, 3.724], [-1.851, -4.511, 3.300], [-0.288, -5.343, 3.144], [-1.185, -4.901, 1.701], [-1.651, -2.230, 1.644], [-0.662, -1.285, 2.376], [-3.100, 2.266, 2.155], [-4.504, 2.448, 2.356], [-5.242, 2.109, 1.211], [-6.686, 2.478, 1.451], [-7.437, 1.483, 2.296], [-7.387, 2.601, 0.141], [-2.919, 1.203, 1.981], [-2.647, 2.604, 3.083], [-2.756, 2.880, 1.320], [-4.893, 2.583, 0.284], [-5.128, 1.018, 1.087], [-6.713, 3.485, 1.884], [-7.015, 1.377, 3.298], [-7.408, 0.499, 1.823], [-8.484, 1.748, 2.458], [-6.938, 3.300, -0.440], [-8.324, 2.951, 0.302], [4.325, 2.647, -2.878], [4.272, 2.596, -4.250], [4.132, 1.317, -4.745], [4.424, 3.568, -4.974], [4.330, 3.561, -2.468], [4.133, 1.800, -2.353], [4.213, 1.176, -5.733], [4.052, 0.550, -4.103], [-2.843, -3.990, -0.508], [-2.561, -2.720, -0.946], [-3.131, -1.719, -0.223], [-1.839, -2.523, -1.920], [-2.389, -4.725, -1.017], [-3.153, -4.131, 0.437], [-2.875, -0.765, -0.408], [-3.798, -1.956, 0.489], [4.217, -2.172, -2.040], [4.518, -0.877, -1.756], [5.741, -0.645, -1.212], [3.678, 0.015, -1.891], [4.873, -2.917, -1.891], [3.392, -2.372, -2.579], [6.018, 0.291, -0.983], [6.365, -1.404, -1.009], [1.305, 1.040, -0.174], [0.216, 0.209, -0.134], [0.228, -0.763, -1.087], [-0.766, 0.400, 0.583], [1.988, 0.843, -0.887], [1.176, 1.975, 0.163], [1.023, -0.907, -1.688], [-0.577, -1.362, -1.228]], "multiplicity": 1, "molar_mass_g_mol": 596.8, "gap_ha": 0.3367, "smiles": "COC[C@H](C)N.COC[C@H](C)N.COC[C@H](C)N.COC[C@H](C)N.NC(N)=O.NC(N)=O.NC(N)=O.NC(N)=O"}

Stability summary: most stable run b, least stable run a.

Run a
{"formula": "C5H6NO2S", "method": "ωB97M-V/def2-TZVPD", "symbols": ["C", "S", "N", "C", "C", "C", "C", "O", "O", "H", "H", "H", "H", "H", "H"], "coordinates": [[3.245, -0.406, -0.281], [1.794, -0.811, 0.697], [0.560, 0.070, -0.065], [-0.312, 1.044, 0.687], [-0.864, -0.022, -0.095], [-2.001, -0.641, -0.499], [-3.267, -0.098, -0.074], [-4.252, -0.788, -0.331], [-3.337, 0.956, 0.591], [3.442, 0.620, -0.444], [3.426, -0.883, -1.221], [4.124, -0.729, 0.228], [-0.312, 2.083, 0.376], [-0.438, 1.016, 1.689], [-1.809, -1.410, -1.258]], "multiplicity": 1, "molar_mass_g_mol": 144.2, "gap_ha": 0.2462, "total_charge": -1, "smiles": "CSN1C/C1=C\\C(=O)[O-]"}

Run b
{"formula": "C5H6NO2S", "method": "ωB97M-V/def2-TZVPD", "symbols": ["C", "C", "C", "C", "C", "N", "O", "O", "S", "H", "H", "H", "H", "H", "H"], "coordinates": [[1.471, -1.782, -0.080], [1.769, 0.704, 0.298], [1.478, 0.425, -1.129], [0.922, -0.511, -0.052], [-1.906, 0.134, 0.694], [2.063, -2.755, 0.046], [-4.561, -0.144, 0.266], [-2.406, 1.258, 0.017], [-3.239, -0.063, -0.417], [2.852, 0.509, 0.760], [1.324, 1.430, 0.874], [0.739, 1.042, -1.607], [2.199, 0.078, -1.724], [-0.531, -0.356, 0.203], [-2.174, 0.031, 1.849]], "multiplicity": 1, "molar_mass_g_mol": 144.2, "gap_ha": 0.2464, "total_charge": -1}

Stability summary: most stable run a, least stable run b.

Run a
{"formula": "C4H9N", "method": "ωB97M-V/def2-TZVPD", "symbols": ["C", "N", "C", "C", "C", "H", "H", "H", "H", "H", "H", "H", "H", "H"], "coordinates": [[-1.751, -0.697, -0.824], [0.618, -0.893, 1.057], [0.279, 0.284, 0.419], [-0.658, 0.322, -0.561], [1.353, 1.310, 0.497], [-2.364, -0.376, -1.664], [-2.359, -0.894, 0.065], [-1.400, -1.668, -1.219], [-0.067, -1.632, 1.042], [1.511, -1.353, 1.234], [-0.556, 1.108, -1.311], [1.296, 2.175, -0.165], [1.896, 1.607, 1.388], [2.202, 0.708, 0.042]], "multiplicity": 2, "molar_mass_g_mol": 71.1, "gap_ha": [0.1145, 0.2837], "total_charge": -1}

Run b
{"formula": "C4H9N", "method": "ωB97M-V/def2-TZVPD", "symbols": ["N", "C", "C", "C", "C", "H", "H", "H", "H", "H", "H", "H", "H", "H"], "coordinates": [[-0.027, 0.986, 0.288], [0.636, 0.718, -1.075], [2.029, 0.247, -0.616], [1.951, -0.321, 0.717], [0.378, -0.106, 1.135], [-6.589, -1.215, -0.186], [0.714, 1.599, -1.770], [0.072, -0.207, -1.527], [-7.208, -0.794, -0.409], [2.712, -0.078, -1.389], [2.181, 0.824, 0.457], [2.630, -0.940, 1.301], [0.565, 0.346, 2.120], [-0.043, -1.060, 0.956]], "multiplicity": 2, "molar_mass_g_mol": 71.1, "gap_ha": [0.1939, 0.2005], "total_charge": -1}

Stability summary: most stable run a, least stable run b.